<w>
DFT (wB97M-V/def2-TZVPD) results for a molecular structure, C4H9NOS.

HOMO energy (spin up / spin down) = -8.99 / -8.85 eV
LUMO energy (spin up / spin down) = -0.0209 / -0.0117 hartree
Orbital gap (spin up / spin down) = 8.426 / 8.533 eV

Each line ends with the Mulliken charge.
Positions of all 16 atoms, in Å:
1 C -1.5197 0.2731 0.6686  -0.378
2 C -2.0251 1.2595 -0.3541  -0.599
3 C -0.8288 0.3918 -0.6800  -0.187
4 C 2.1611 -0.9842 0.1235  -0.837
5 N 1.9149 0.0288 -0.9126  -0.318
6 O 0.8396 1.7021 1.4805  -0.582
7 S 0.7468 1.2852 -0.7264  0.141
8 H -0.9707 0.7702 1.4609  0.243
9 H -1.9260 -0.6965 0.9666  0.259
10 H -2.7496 1.0514 -1.1095  0.288
11 H -2.0225 2.2996 0.1513  0.235
12 H -1.1316 -0.1547 -1.5659  0.422
13 H 2.2482 -0.6053 1.0786  0.389
14 H 1.3748 -1.7395 0.1396  0.262
15 H 3.1709 -1.3696 0.0117  0.357
16 H 2.7775 0.5441 -1.0214  0.305

<x>
DFT (wB97M-V/def2-TZVPD) results for 2 unconnected molecules or ions with the total composition C4H9NOS.

HOMO energy = -8.84 eV
LUMO energy = 0.0136 hartree
Structure (SMILES) = C=CC(C)=O.NS
Orbital gap = 9.212 eV

Each line ends with the Mulliken charge.
Positions of all 16 atoms, in Å:
1 C 1.1808 -1.4737 -0.5689  -0.517
2 C 1.0769 -0.1992 -0.9619  -0.305
3 C 0.5784 0.9904 -0.1715  0.502
4 C 1.0834 1.2033 1.2454  -0.863
5 N -2.4636 -0.6401 -0.6248  -0.481
6 O -0.1795 1.7612 -0.7297  -0.552
7 S -1.8629 -0.3976 0.9827  -0.145
8 H 1.5576 -2.4460 -1.0938  0.234
9 H 1.0352 -1.6274 0.4621  0.266
10 H 1.0326 0.0022 -2.0573  0.338
11 H 0.4073 0.4855 1.8516  0.199
12 H 0.8453 2.2686 1.4365  0.292
13 H 2.1952 1.1196 1.2137  0.340
14 H -1.6768 -0.4362 -1.3064  0.273
15 H -2.6913 -1.5231 -0.7624  0.251
16 H -2.1185 0.9126 1.0847  0.169

<x> wins, 388.8 kJ/mol ahead of the next structure.

<w>
DFT (wB97M-V/def2-TZVPD) results for C4H9NOS in the gas phase.

HOMO energy = -8.71 eV
LUMO energy = 0.0246 hartree
Structure (SMILES) = CC(C)(O)/C=N\S
Orbital gap = 9.381 eV

Each line ends with the Mulliken charge.
Positions of all 16 atoms, in Å:
1 C -0.2316 1.4331 -0.0708  -1.211
2 C 0.2205 -0.0465 -0.0413  1.212
3 C 1.6915 -0.2097 0.4098  -1.772
4 C -0.6196 -0.8996 0.9546  -0.122
5 H 0.1193 1.9738 -0.9690  0.332
6 H 0.1040 2.0115 0.7982  0.353
7 H -1.3121 1.6314 -0.2036  0.259
8 H 1.9732 -1.2595 0.3393  0.423
9 H 1.8307 0.2070 1.4061  0.416
10 H 2.4220 0.3528 -0.2228  0.418
11 H 0.7251 -0.4220 -1.9046  0.331
12 H -0.1917 -1.4327 1.8202  0.389
13 H -2.0330 -0.3800 -1.3551  0.138
14 N -1.8156 -1.3272 0.8479  -0.488
15 O -0.0262 -0.6104 -1.3271  -0.563
16 S -2.8564 -1.0222 -0.4819  -0.115

<x>
DFT (wB97M-V/def2-TZVPD) results for C4H9NOS in the gas phase.

HOMO energy = -9.05 eV
LUMO energy = 0.0260 hartree
Structure (SMILES) = CC(=O)NCCS
Orbital gap = 9.762 eV

Each line ends with the Mulliken charge.
Positions of all 16 atoms, in Å:
1 O -1.8408 -0.1458 0.6178  -0.572
2 C -0.8263 0.2982 1.1040  0.718
3 N 0.3866 -0.3565 0.9262  -0.278
4 C 0.6798 -0.9945 -0.3597  -0.635
5 C 0.2619 -0.1987 -1.5889  -0.595
6 S -0.3196 -1.3033 -2.9680  -0.236
7 C -0.7149 1.6187 1.8368  -1.145
8 H 1.1483 0.1063 1.3903  0.257
9 H 0.1649 -1.9552 -0.3459  0.315
10 H 1.7309 -1.2425 -0.3675  0.436
11 H -0.6477 0.3544 -1.3902  0.337
12 H 1.1222 0.2541 -2.0430  0.361
13 H 0.7175 -2.1527 -2.9264  0.101
14 H 0.0752 1.4657 2.5844  0.346
15 H -1.6119 1.8964 2.3807  0.326
16 H -0.3263 2.3554 1.1494  0.266

<y>
DFT (wB97M-V/def2-TZVPD) results for C4H9NOS in the gas phase.

HOMO energy (spin up / spin down) = -6.85 / -6.81 eV
LUMO energy (spin up / spin down) = 0.0207 / 0.0196 hartree
Orbital gap (spin up / spin down) = 7.417 / 7.348 eV

Each line ends with the Mulliken charge.
Positions of all 16 atoms, in Å:
1 C -0.7173 1.3362 0.0081  -0.716
2 C -2.0198 0.4742 -0.1909  -0.513
3 C 0.7540 -0.3825 0.6544  -0.402
4 C 1.4775 -1.5173 0.0755  -0.875
5 N 0.4773 0.6685 -0.2533  -0.276
6 O -2.2085 -0.7745 2.1292  -0.570
7 S -1.7537 -0.9917 0.8122  0.280
8 H -0.8382 2.1924 -0.7234  0.340
9 H -0.6962 1.6382 1.0127  0.345
10 H -3.0438 0.8789 -0.0231  0.392
11 H -1.9960 0.1269 -1.2835  0.271
12 H 0.6328 -0.2529 1.6439  0.578
13 H 1.5610 -1.4481 -1.0260  0.277
14 H 0.7405 -2.3853 0.3272  0.241
15 H 2.4651 -1.4566 0.5782  0.297
16 H 0.7262 0.5022 -1.2245  0.332

<x> wins, 127.1 kJ/mol ahead of the next structure.

<w>
DFT (wB97M-V/def2-TZVPD) results for C4H9NOS in the gas phase.

HOMO energy = -8.40 eV
LUMO energy = 0.0306 hartree
Structure (SMILES) = CS[C@@H](C)C(N)=O
Orbital gap = 9.232 eV

Each line ends with the Mulliken charge.
Positions of all 16 atoms, in Å:
1 C 1.3853 0.4495 -0.0132  0.295
2 C 0.2558 -2.1034 0.1849  -1.257
3 C -1.1328 1.8103 0.0254  -0.749
4 C 0.1298 -0.5671 0.4894  0.229
5 N 1.7851 0.4325 -1.2932  -0.376
6 O 1.8542 1.1377 0.8660  -0.582
7 S -1.3074 0.0900 -0.2968  -0.103
8 H 1.3014 -2.3965 0.1108  0.352
9 H -0.2830 -2.8932 0.8688  0.279
10 H -0.1227 -2.2866 -0.8363  0.337
11 H -0.6684 2.4430 -0.6824  0.282
12 H -0.3939 1.8812 0.8884  0.245
13 H -2.2268 2.1970 0.0255  0.288
14 H 0.0024 -0.4312 1.6475  0.273
15 H 1.3857 -0.2191 -1.9201  0.213
16 H 2.6712 0.9078 -1.3826  0.274

<x>
DFT (wB97M-V/def2-TZVPD) results for C4H9NOS in the gas phase.

HOMO energy = -8.92 eV
LUMO energy = 0.0257 hartree
Structure (SMILES) = CNC(=O)CCS
Orbital gap = 9.616 eV

Each line ends with the Mulliken charge.
Positions of all 16 atoms, in Å:
1 C 0.3068 0.4632 -0.1677  -0.594
2 C 0.8662 1.1968 -1.3757  -0.585
3 S 0.6027 2.9716 -1.6880  -0.233
4 C -0.4170 -0.8135 -0.5927  0.617
5 N -0.8795 -1.6256 0.4520  -0.290
6 C -0.6261 -1.2639 1.8414  -0.794
7 O -0.4714 -1.1967 -1.7302  -0.579
8 H 1.1399 0.1863 0.4737  0.260
9 H -0.3670 1.1541 0.3265  0.317
10 H 1.9525 1.0630 -1.3898  0.315
11 H 0.5808 0.7254 -2.3170  0.314
12 H -0.1785 3.2131 -0.6301  0.102
13 H -0.5635 -2.5440 0.1671  0.263
14 H -1.4221 -1.7035 2.4520  0.295
15 H 0.3285 -1.6184 2.2164  0.277
16 H -0.8523 -0.2079 1.9621  0.316

<x> wins, 34.6 kJ/mol ahead of the next structure.

<w>
DFT (wB97M-V/def2-TZVPD) results for 2 unconnected molecules or ions with the total composition C6H10N2O2.

HOMO energy = -7.21 eV
LUMO energy = -0.0166 hartree
Orbital gap = 6.756 eV

Each line ends with the Mulliken charge.
Positions of all 20 atoms, in Å:
1 C 3.4035 0.3902 0.4924  -0.382
2 C 2.2037 0.1405 1.0989  -0.313
3 C 2.0328 0.0256 -1.0839  -0.228
4 C -2.4079 1.0888 0.2488  -1.419
5 C -1.6956 -0.1827 0.7592  -0.037
6 C -0.9511 -0.9021 -0.3826  0.694
7 N 3.2976 0.3044 -0.8448  -0.742
8 N 1.3835 -0.0906 0.0507  -0.105
9 O -0.8579 -2.2125 -0.1789  -0.386
10 O -0.9255 -0.4737 -1.6593  -0.448
11 H 4.2629 0.7539 1.0579  0.328
12 H 1.6557 0.2432 2.0764  0.265
13 H 1.6086 -0.1512 -2.0020  0.454
14 H -1.6393 1.7792 -0.0990  0.407
15 H -2.9256 1.6263 1.1440  0.314
16 H -3.0626 0.8839 -0.5750  0.380
17 H -0.8977 0.0184 1.6426  0.174
18 H -2.5279 -0.9092 1.1282  0.315
19 H -0.5857 -2.6699 -0.9829  0.373
20 H -1.3716 0.3375 -1.8907  0.355

<x>
DFT (wB97M-V/def2-TZVPD) results for 3 unconnected molecules or ions with the total composition C6H10N2O2.

HOMO energy (spin up / spin down) = -7.96 / -7.28 eV
LUMO energy (spin up / spin down) = 0.0078 / -0.0130 hartree
Orbital gap (spin up / spin down) = 8.169 / 6.923 eV

Each line ends with the Mulliken charge.
Positions of all 20 atoms, in Å:
1 C -0.3549 -1.1742 1.2450  -0.950
2 C 2.4941 0.5600 0.3178  -1.146
3 N -0.5455 -0.4846 -0.0297  -0.245
4 C -2.7629 -0.0450 0.2484  0.374
5 C -0.3361 0.7302 -0.2879  0.668
6 C 1.5862 -0.0862 -0.6469  0.425
7 C 1.7600 -0.8175 -1.7197  -0.821
8 O -3.3009 1.0021 -0.4642  -0.415
9 N -0.4105 1.9026 -0.5943  -0.605
10 O -3.4579 -0.7815 0.8951  -0.478
11 H -4.2694 1.0153 -0.3190  0.317
12 H -1.3433 2.3114 -0.6033  0.320
13 H -0.1810 -0.4888 2.0749  0.295
14 H 0.4775 -1.8672 1.1309  0.368
15 H -1.2653 -1.7384 1.4403  0.363
16 H 2.3066 1.6344 0.3671  0.303
17 H 3.5379 0.4021 0.0193  0.392
18 H 2.3700 0.1486 1.3227  0.251
19 H 0.9347 -1.2441 -2.2752  0.281
20 H 2.7606 -0.9793 -2.1212  0.303

<y>
DFT (wB97M-V/def2-TZVPD) results for a molecular structure, C6H10N2O2.

HOMO energy = -9.41 eV
LUMO energy = 0.0239 hartree
Orbital gap = 10.061 eV

Each line ends with the Mulliken charge.
Positions of all 20 atoms, in Å:
1 C -2.2781 -0.7446 -1.3097  -0.611
2 C -0.9216 0.0254 -1.9875  -0.590
3 C 0.2304 1.2767 0.0967  0.301
4 C 1.7141 0.5355 1.6033  -0.506
5 C 0.6350 -0.5585 2.0094  -0.774
6 C 1.3294 -0.2011 -0.8432  0.456
7 H -1.8105 -1.4540 -0.2233  0.149
8 H -2.7938 -1.4201 -2.1779  0.289
9 H -2.8126 0.5795 -0.9046  0.191
10 H -1.2947 0.8847 -2.5823  0.350
11 H -0.2115 -0.6853 -2.5722  0.270
12 H 2.7707 0.3245 1.9335  0.318
13 H 1.4406 1.6949 2.0299  0.288
14 H -0.4649 -0.2193 1.7420  0.227
15 H 0.9990 -1.4537 1.5380  0.287
16 H 0.5908 -0.6145 3.2947  0.319
17 N -0.1061 0.3343 -1.0387  0.241
18 N 1.5973 0.7865 0.1017  -0.124
19 O -0.4879 2.1308 0.5585  -0.523
20 O 1.8743 -1.2219 -1.2684  -0.559

<w> wins, 250.6 kJ/mol ahead of the next structure.

<w>
DFT (wB97M-V/def2-TZVPD) results for a gas-phase ion, C9H16N (charge +1).

HOMO energy = -13.23 eV
Net charge = +1
LUMO energy = -0.1643 hartree
Orbital gap = 8.756 eV

Each line ends with the Mulliken charge.
Positions of all 26 atoms, in Å:
1 C 1.6844 -1.1330 -0.2219  0.203
2 C 1.0712 -2.2425 -0.0314  -0.974
3 C 1.5489 1.3123 -0.1609  -0.980
4 C 2.2759 0.0049 -0.1022  -0.285
5 C 0.1118 1.3109 0.3872  0.266
6 C -1.9667 -0.2972 -0.4938  -0.461
7 C -0.1130 0.6993 1.8108  -1.579
8 C -2.2606 -1.1976 0.6188  -0.700
9 C -0.2842 0.5209 -1.8850  -1.075
10 N -0.9323 0.6627 -0.5555  0.545
11 H 0.4201 -2.8139 -0.7729  0.344
12 H 1.1173 -2.8893 0.8345  0.293
13 H 2.2171 1.9957 0.4152  0.414
14 H 1.3920 1.7843 -1.0965  0.531
15 H 3.3771 -0.0777 -0.4239  0.312
16 H -0.0695 2.3898 0.5813  0.448
17 H 0.5922 -0.1544 1.9340  0.330
18 H -1.1078 0.3926 1.9854  0.520
19 H -0.0069 1.5767 2.4465  0.365
20 H -1.8407 -1.9927 0.0138  0.244
21 H -3.3647 -1.4712 0.5547  0.362
22 H -1.6863 -1.1531 1.6279  0.315
23 H 0.5901 0.0234 -1.8880  0.590
24 H -0.9951 -0.0871 -2.5650  0.344
25 H -0.1721 1.4990 -2.5009  0.367
26 H -1.5982 1.3372 -0.5124  0.263

<x>
DFT (wB97M-V/def2-TZVPD) results for 2 unconnected molecules or ions with the total composition C9H16N.

HOMO energy = -12.75 eV
Net charge = +1
LUMO energy = -0.1163 hartree
Orbital gap = 9.583 eV

Each line ends with the Mulliken charge.
Positions of all 26 atoms, in Å:
1 C -0.3119 2.4576 -1.2323  -1.644
2 C -0.8066 0.1375 -1.7725  -0.701
3 C 0.1921 1.0816 -1.3857  1.293
4 C -0.3409 -1.1678 -1.9357  -0.476
5 C 0.9790 -1.5989 -1.9396  -0.713
6 C 1.5288 0.7239 -1.4138  -0.533
7 C 1.8874 -0.6032 -1.6776  -0.307
8 H -1.8322 0.4099 -1.9655  0.378
9 H -1.1182 -1.8931 -2.2082  0.348
10 H 0.1178 3.1236 -0.4750  0.346
11 H -1.3997 2.4609 -1.1438  0.378
12 H 1.2130 -2.6172 -2.2135  0.472
13 H 2.2704 1.5123 -1.4658  0.469
14 H 2.9099 -0.9297 -1.6628  0.408
15 H -0.3345 3.1152 -2.1019  0.368
16 C 0.0390 -0.3539 2.3420  -0.330
17 C -1.2455 0.0949 3.0227  -1.188
18 N -0.0965 -1.3806 1.2751  -0.104
19 H 0.6887 0.4937 1.9891  0.302
20 H 0.6734 -0.6966 3.1390  0.420
21 H -1.2384 1.1202 3.3585  0.321
22 H -1.2871 -0.5722 3.9014  0.353
23 H -0.1818 -0.9574 0.3523  -0.058
24 H 0.7692 -1.9215 1.2848  0.433
25 H -0.8773 -2.0338 1.3905  0.365
26 H -2.1982 -0.0057 2.5385  0.402

<x> wins, 769.7 kJ/mol ahead of the next structure.

<w>
DFT (wB97M-V/def2-TZVPD) results for 2 unconnected molecules or ions with the total composition C4H10O2.

HOMO energy = -9.01 eV
LUMO energy = 0.0246 hartree
Structure (SMILES) = C/C=C(/C)O.O
Orbital gap = 9.679 eV

Each line ends with the Mulliken charge.
Positions of all 16 atoms, in Å:
1 C -1.5361 -1.0449 0.0880  -1.204
2 C -0.0929 -0.9738 0.4310  -0.181
3 C 0.8160 -0.1414 -0.1125  0.459
4 O 0.5237 0.5855 -1.2700  -0.548
5 C 2.1711 0.1481 0.3981  -1.240
6 H -1.9247 -1.7457 0.8369  0.318
7 H -2.1601 -0.1666 0.1528  0.376
8 H -1.7491 -1.6047 -0.8305  0.340
9 H 0.3258 -1.4855 1.2802  0.318
10 H 0.0483 -0.0428 -1.8279  0.396
11 H 2.4820 1.1955 0.1903  0.317
12 H 2.1888 -0.0203 1.4748  0.359
13 H 2.9468 -0.4237 -0.1345  0.275
14 H -0.9584 1.7518 0.4430  0.309
15 H -1.5225 1.7351 -0.9762  0.329
16 O -1.5587 2.2335 -0.1435  -0.624

<x>
DFT (wB97M-V/def2-TZVPD) results for 2 unconnected molecules or ions with the total composition C4H10O2.

HOMO energy = -9.98 eV
LUMO energy = 0.0315 hartree
Structure (SMILES) = C[C@H](C=O)CO.[H][H]
Orbital gap = 10.842 eV

Each line ends with the Mulliken charge.
Positions of all 16 atoms, in Å:
1 C -1.4760 -0.7657 0.1426  -1.458
2 C -0.4857 0.3456 -0.2137  0.683
3 C 0.5159 -0.0273 -1.2838  -0.299
4 O 1.6043 0.4962 -1.4167  -0.525
5 C 0.2008 0.9252 1.0300  -0.609
6 O 0.9676 2.0649 0.7484  -0.557
7 H -1.8931 -1.2481 -0.7485  0.403
8 H -1.0176 -1.5409 0.7698  0.326
9 H -2.3115 -0.3421 0.7103  0.384
10 H -1.0352 1.1691 -0.6947  0.184
11 H 0.1931 -0.8099 -2.0009  0.399
12 H 1.1793 -1.9285 -0.0895  0.008
13 H 1.7532 -1.4880 -0.2540  0.043
14 H -0.5714 1.2225 1.7480  0.339
15 H 0.7996 0.1305 1.5114  0.308
16 H 1.5767 1.7965 0.0412  0.373

<w> wins, 62.5 kJ/mol ahead of the next structure.